1.
Computed, not measured: a cluster of 11 separate species, C34H63N5O18 in total in a non-equilibrium geometry, with the ωB97M-V functional and the def2-TZVPD basis.

Computed properties:
Highest occupied orbital energy = -10.6022 eV
HOMO-LUMO gap = 11.0842 eV
F_max = 3.21 eV/Å
Energy relative to the best compared isomer or geometry (same formula, charge and spin) = 132.1 kJ/mol
LUMO energy = 0.48 eV
SMILES = CCOC(=O)OC.CCOC(=O)OC.CCOC(=O)OC.CCOC(=O)OC.CCOC(=O)OC.CCOC(=O)OC.CC#N.CC#N.CC#N.CC#N.CC#N

Geometry as XYZ:
```
120
Properties=species:S:1:pos:R:3:lowdin_charge:R:1
O 15.037 13.514 9.698 0.16
O 7.198 14.604 12.022 0.02
O 12.818 13.277 9.462 -0.03
O 19.979 15.082 15.180 0.13
O 15.860 18.387 13.473 -0.03
O 18.184 14.801 16.559 0.04
O 6.839 14.969 14.229 0.10
O 20.027 14.111 17.211 0.00
O 13.513 11.155 21.201 -0.05
O 15.385 19.300 15.379 -0.01
O 13.125 8.060 12.995 0.03
O 14.539 9.153 20.805 0.11
O 13.719 8.978 10.988 0.10
O 15.451 11.030 20.042 0.06
O 14.284 9.911 12.931 -0.03
O 14.163 11.862 8.508 0.02
O 14.331 17.369 14.771 0.09
O 7.510 16.589 12.713 0.01
N 12.938 14.443 13.566 0.16
N 14.385 11.905 16.292 0.19
N 12.992 20.408 13.626 0.21
N 11.919 23.119 15.984 0.13
N 10.707 17.939 14.928 0.15
C 12.917 14.612 14.720 -0.24
C 16.203 10.175 15.636 -0.04
C 15.698 17.497 12.362 -0.02
C 12.154 11.505 7.136 -0.10
C 14.092 12.947 9.302 -0.67
C 11.213 22.332 15.584 -0.31
C 21.432 13.997 17.180 -0.04
C 12.308 5.907 13.534 -0.08
C 8.288 12.408 12.146 -0.07
C 15.080 18.267 14.578 -0.62
C 15.028 21.964 13.802 -0.06
C 14.518 10.367 20.705 -0.56
C 14.618 19.300 16.650 -0.18
C 15.245 11.194 16.013 -0.25
C 16.853 14.348 14.583 -0.04
C 10.251 21.351 15.133 -0.07
C 12.563 14.408 10.342 -0.02
C 14.847 11.084 12.180 0.03
C 17.364 15.417 15.578 -0.18
C 7.007 13.143 12.219 -0.18
C 11.295 17.719 13.945 -0.27
C 14.934 20.585 17.352 -0.07
C 7.581 17.589 13.768 -0.02
C 15.156 12.380 19.597 -0.22
C 13.874 21.141 13.654 -0.24
C 13.716 8.965 12.200 -0.61
C 12.542 10.681 22.116 -0.04
C 12.959 11.043 8.315 -0.22
C 7.163 15.360 13.117 -0.59
C 12.755 6.789 12.391 -0.21
C 16.425 12.954 19.077 -0.06
C 12.952 14.866 16.180 -0.06
C 12.114 17.447 12.761 -0.07
C 19.430 14.694 16.182 -0.64
H 11.934 14.618 16.611 0.11
H 17.201 13.103 19.826 0.09
H 13.554 19.283 16.362 0.12
H 13.228 15.930 16.322 0.07
H 13.607 14.166 16.622 0.01
H 6.714 18.194 13.758 0.08
H 12.629 9.562 22.102 0.10
H 14.928 16.736 12.630 0.08
H 17.574 13.803 13.961 0.09
H 11.409 6.259 14.157 0.10
H 12.733 15.316 9.825 0.08
H 15.941 20.640 17.832 0.10
H 6.400 12.988 11.354 0.11
H 14.715 21.414 16.664 0.06
H 15.943 9.216 16.097 0.10
H 16.647 16.995 12.318 0.08
H 13.113 5.752 14.313 0.09
H 12.398 11.043 9.270 0.12
H 16.252 14.817 13.806 0.06
H 8.118 11.388 11.851 0.07
H 14.059 11.728 11.712 0.09
H 16.731 12.495 18.104 0.08
H 11.548 14.393 10.673 0.08
H 21.739 13.456 16.320 0.09
H 6.413 12.993 13.103 0.11
H 12.225 18.342 12.188 0.06
H 10.767 20.686 14.497 0.01
H 14.398 12.414 18.839 0.10
H 15.133 22.793 13.125 0.08
H 13.321 10.002 8.042 0.14
H 11.638 16.636 12.217 0.07
H 14.756 12.993 20.310 0.09
H 11.546 10.628 6.794 0.08
H 11.417 12.384 7.214 0.10
H 12.005 4.972 13.072 0.07
H 9.438 21.820 14.632 0.08
H 11.504 10.898 21.859 0.10
H 13.259 14.417 11.191 0.05
H 12.865 10.965 23.098 0.09
H 11.950 6.908 11.666 0.12
H 15.003 18.386 17.226 0.15
H 9.043 12.933 11.496 0.10
H 15.538 18.085 11.427 0.11
H 14.911 22.584 14.755 0.11
H 15.965 21.396 13.833 0.09
H 17.240 10.379 15.826 0.08
H 7.624 17.110 14.740 0.09
H 9.932 20.889 16.038 0.08
H 21.841 15.001 17.236 0.10
H 15.339 10.606 11.262 0.12
H 14.333 20.801 18.221 0.07
H 16.467 15.855 15.969 0.10
H 15.433 11.719 12.844 0.08
H 16.179 13.708 15.083 0.03
H 21.731 13.446 18.078 0.10
H 17.977 16.250 15.063 0.15
H 16.166 10.043 14.547 0.07
H 16.186 13.964 18.769 0.07
H 8.859 12.233 13.070 0.08
H 13.042 17.119 13.197 0.01
H 12.814 11.646 6.254 0.08
H 13.589 6.395 11.844 0.12
H 8.398 18.211 13.571 0.05
```


2.
Computed, not measured: a cluster of 6 separate species, C34H65NO17 in total in a non-equilibrium geometry, with the ωB97M-V functional and the def2-TZVPD basis.

Computed properties:
Highest occupied orbital energy = -9.5544 eV
HOMO-LUMO gap = 10.1665 eV
F_max = 7.04 eV/Å
Energy relative to the best compared isomer or geometry (same formula, charge and spin) = 285.4 kJ/mol
LUMO energy = 0.61 eV
SMILES = C#CC[C@H](OC[C@H](C)C(C)C)O[C@@H](C=C)CN.CCOC(=O)OC.CCOC(=O)OC.CCOC(=O)OC.CCOC(=O)OC.CCOC(=O)OC

Geometry as XYZ:
```
117
Properties=species:S:1:pos:R:3:lowdin_charge:R:1
O 1.827 -4.477 -1.996 0.00
O 0.054 -3.719 -0.981 0.03
O -2.521 1.462 0.548 -0.13
O 1.851 -2.336 -1.219 0.11
O 6.295 -5.271 -6.542 0.00
O -7.713 -2.404 0.398 0.03
O 6.761 -4.162 -4.725 0.03
O 11.367 0.004 -8.662 0.03
O -5.558 -2.904 -0.156 0.11
O -6.218 -0.819 0.481 0.02
O -5.531 1.582 11.086 0.00
O -4.591 2.408 1.434 -0.15
O 8.413 -4.481 -6.262 0.10
O -4.129 1.119 9.482 0.03
O -4.370 -0.375 11.187 0.12
O 10.844 -2.104 -8.849 0.00
O 11.223 -1.258 -6.769 0.11
N -1.139 3.464 -2.194 -0.03
C 7.275 -4.630 -5.877 -0.57
C -1.134 2.135 -1.474 -0.19
C -3.073 2.556 5.341 0.05
C 0.357 2.711 2.055 0.00
C -0.673 -2.669 -0.332 -0.21
C -7.709 -4.630 1.369 -0.07
C -1.397 2.295 0.142 -0.29
C -5.982 4.482 3.435 -0.08
C 11.742 1.143 -7.879 -0.22
C -4.855 -0.403 0.390 -0.05
C -6.412 -2.121 0.196 -0.58
C -4.642 0.672 10.644 -0.58
C -0.087 1.846 0.993 -0.08
C 1.302 -3.405 -1.374 -0.58
C 3.126 -4.252 -2.542 -0.05
C -3.901 -0.872 8.111 -0.07
C 7.815 -1.993 -4.423 -0.06
C -4.775 4.980 1.150 -0.27
C 6.685 -5.746 -7.830 -0.04
C -3.227 2.000 1.693 -0.34
C -3.319 0.895 2.907 -0.07
C 7.665 -3.411 -3.904 -0.21
C -8.090 -3.768 0.180 -0.22
C -4.671 3.501 0.477 -0.13
C 13.210 1.076 -7.498 -0.07
C -3.185 1.771 4.278 -0.09
C 11.144 -1.129 -7.970 -0.58
C -1.230 -1.690 -1.349 -0.06
C -3.775 5.984 0.346 -0.09
C -4.273 6.472 3.370 -0.11
C -6.216 1.191 12.275 -0.05
C -3.187 0.248 8.845 -0.22
C -4.583 4.997 2.755 -0.34
C 10.666 -3.389 -8.252 -0.04
H 8.632 -3.917 -3.825 0.13
H -2.827 6.268 0.930 0.07
H -0.427 -1.167 -1.877 0.07
H -5.191 7.177 3.350 0.09
H 11.628 -3.770 -7.900 0.10
H -5.674 3.348 -0.102 0.15
H -9.176 -3.779 0.056 0.12
H -1.535 3.423 0.320 0.13
H 8.426 -1.396 -3.743 0.08
H 13.832 0.941 -8.387 0.08
H 1.384 2.621 2.561 0.06
H -3.764 4.297 3.155 0.10
H -5.850 5.389 0.951 0.13
H 8.286 -1.981 -5.409 0.07
H -1.818 -2.215 -2.107 0.09
H 7.232 -3.387 -2.900 0.12
H 3.519 -5.211 -2.885 0.10
H -3.188 -1.479 7.546 0.08
H 3.055 -3.579 -3.400 0.10
H 6.825 -4.902 -8.510 0.10
H -8.118 -4.214 2.293 0.08
H -6.907 0.374 12.053 0.10
H -2.630 0.855 8.127 0.11
H -6.624 -4.675 1.493 0.07
H -4.278 -0.842 1.207 0.09
H 6.836 -1.518 -4.532 0.08
H -3.992 6.302 4.489 0.08
H -5.854 3.376 3.762 0.07
H 10.283 -4.066 -9.017 0.10
H -4.646 -0.466 7.421 0.08
H -3.848 3.471 -0.344 0.12
H -4.434 -1.525 8.806 0.07
H -5.514 0.900 13.060 0.10
H -6.846 4.516 2.678 0.08
H -0.048 -2.165 0.412 0.12
H -0.149 3.777 -2.232 0.07
H -6.793 2.048 12.628 0.09
H -1.498 -3.141 0.207 0.13
H 11.100 1.239 -6.998 0.12
H -2.828 3.493 5.980 0.06
H 13.409 0.228 -6.839 0.07
H -3.363 6.987 2.884 0.06
H -2.557 2.850 2.129 0.14
H -0.374 3.495 2.466 0.06
H 11.568 2.025 -8.502 0.12
H -2.464 -0.140 9.569 0.12
H 9.944 -3.350 -7.433 0.06
H -2.525 0.071 2.823 0.13
H -1.916 1.407 -1.921 0.12
H -6.143 5.112 4.382 0.07
H -1.700 4.171 -1.692 0.04
H -0.086 1.673 -1.600 0.12
H 7.593 -6.351 -7.773 0.10
H -4.421 -0.673 -0.576 0.10
H -4.390 0.441 2.955 0.12
H 3.809 -3.849 -1.791 0.09
H -3.434 5.558 -0.686 0.07
H 5.878 -6.372 -8.216 0.09
H -4.827 0.686 0.489 0.07
H -7.656 -4.148 -0.750 0.12
H -8.083 -5.649 1.243 0.08
H -1.863 -0.945 -0.861 0.06
H 0.429 0.844 0.772 0.11
H 13.517 1.990 -6.985 0.08
H -4.386 6.944 0.084 0.09
```


3.
Computed, not measured: a structure of composition C34H67AlIO2 in a non-equilibrium geometry, with the ωB97M-V functional and the def2-TZVPD basis.

Computed properties:
Total charge = -1
Highest occupied orbital energy = -5.4531 eV
HOMO-LUMO gap = 7.8290 eV
F_max = 2.65 eV/Å
LUMO energy = 2.38 eV

Geometry as XYZ:
```
105
Properties=species:S:1:pos:R:3:lowdin_charge:R:1
I -6.439 0.609 -1.149 0.62
Al -2.243 1.278 1.357 0.33
O 0.670 -0.009 1.398 0.04
O -4.784 2.827 0.029 -0.04
C -10.589 -0.746 -3.682 -0.23
C -9.817 0.347 -4.423 -0.23
C -0.601 -3.391 2.499 -0.26
C 3.804 1.363 -1.408 -0.10
C 2.037 1.528 0.157 -0.16
C 4.797 6.630 3.090 -0.23
C 4.038 4.529 4.325 -0.10
C -7.693 -1.000 -4.843 -0.12
C 0.650 -5.599 2.016 -0.24
C 3.711 3.260 0.050 -0.08
C 6.142 -3.051 -3.455 -0.27
C -4.685 1.704 -0.345 -0.89
C -3.393 0.921 -0.349 -0.29
C 0.454 -6.455 4.413 -0.12
C 4.283 8.209 5.065 -0.27
C 0.730 1.059 0.828 -0.42
C 3.652 5.658 3.375 -0.26
C -0.459 2.030 0.691 -0.20
C 2.564 2.726 0.606 -0.05
C 3.698 -3.977 -0.746 -0.11
C 6.108 -3.143 -0.874 -0.23
C -11.377 -1.704 -4.575 -0.27
C 3.664 9.322 4.225 -0.11
C 5.177 -4.352 -0.778 -0.27
C 7.543 -3.632 -3.620 -0.12
C -8.808 -0.157 -5.454 -0.27
C 0.740 -4.109 2.354 -0.22
C -0.146 -6.443 3.010 -0.27
C 4.319 2.558 -0.980 -0.11
C 2.653 0.826 -0.856 -0.03
C -1.428 -3.389 1.220 -0.11
C 5.948 -2.299 -2.139 -0.23
C -12.470 -1.017 -5.387 -0.12
C 5.326 7.386 4.310 -0.23
H 5.417 -4.899 0.138 0.10
H 0.458 -5.459 4.857 0.07
H 4.433 10.003 3.853 0.07
H -1.708 -4.401 0.914 0.06
H 1.324 -3.614 1.572 0.10
H -0.407 -2.354 2.785 0.10
H 5.401 -3.850 -3.552 0.10
H -9.314 -0.728 -6.239 0.09
H -7.155 -0.435 -4.081 0.01
H -2.125 -0.007 2.301 -0.10
H -0.137 2.956 1.192 0.05
H -1.183 -6.099 3.058 0.10
H 2.787 6.193 3.775 0.10
H -6.977 -1.295 -5.612 0.07
H -2.990 2.477 2.142 -0.09
H -10.702 -2.240 -5.248 0.10
H 4.469 7.346 2.331 0.10
H 1.668 -6.001 1.947 0.10
H 7.763 -4.379 -2.856 0.06
H -13.029 -1.751 -5.971 0.06
H -3.566 -0.159 -0.413 0.02
H 4.879 3.956 3.929 0.08
H 6.131 8.052 3.980 0.11
H -13.176 -0.502 -4.733 0.07
H 4.958 -1.835 -2.143 0.09
H 3.082 -4.871 -0.631 0.07
H -10.524 1.019 -4.921 0.10
H -8.359 0.710 -5.948 0.10
H 5.628 6.077 2.641 0.11
H -0.876 -2.920 0.403 0.08
H -1.185 -3.831 3.314 0.10
H 4.281 0.824 -2.226 0.10
H 4.053 4.216 0.441 0.09
H 3.200 3.842 4.457 0.07
H 5.788 6.679 5.005 0.10
H 7.144 -3.487 -0.794 0.10
H 2.056 3.260 1.407 0.11
H -12.055 -0.289 -6.086 0.06
H 1.310 -3.980 3.279 0.10
H -9.897 -1.326 -3.066 0.10
H 4.312 4.907 5.312 0.06
H 5.938 -2.497 -0.007 0.11
H -8.080 -1.913 -4.387 0.07
H 3.329 5.219 2.428 0.08
H -0.127 -7.107 5.069 0.06
H 7.640 -4.119 -4.593 0.07
H 3.387 -3.480 -1.667 0.07
H -2.349 -2.824 1.372 0.06
H -0.182 -7.472 2.639 0.10
H 4.766 8.660 5.937 0.10
H -9.293 0.959 -3.683 0.10
H 8.300 -2.847 -3.562 0.07
H -11.281 -0.265 -2.982 0.11
H -11.842 -2.463 -3.939 0.10
H 3.494 7.561 5.454 0.10
H 3.114 8.924 3.371 0.07
H 5.363 -5.044 -1.605 0.10
H 2.241 -0.110 -1.225 0.12
H 5.954 -2.358 -4.280 0.10
H -2.818 1.278 -1.217 0.06
H 2.962 9.904 4.825 0.07
H 5.207 2.998 -1.432 0.10
H 0.212 -5.721 1.021 0.10
H -0.517 2.228 -0.397 0.06
H 1.481 -6.828 4.394 0.07
H 3.482 -3.312 0.093 0.07
H 6.666 -1.473 -2.094 0.11
```


4.
Computed, not measured: a cluster of 6 separate species, C34H68N2O15S2 in total in a non-equilibrium geometry, with the ωB97M-V functional and the def2-TZVPD basis.

Computed properties:
Highest occupied orbital energy = -7.4607 eV
HOMO-LUMO gap = 7.9175 eV
F_max = 5.12 eV/Å
LUMO energy = 0.46 eV
SMILES = CCN(CC)C(=S)SCCCOC(=O)OOCCNC[C@H](C)O.CCOC(C)=O.CCOC(C)=O.CCOC(C)=O.CCOC(C)=O.CCOC(C)=O

Geometry as XYZ:
```
121
Properties=species:S:1:pos:R:3:lowdin_charge:R:1
S -4.889 -4.218 3.018 0.88
S -4.398 -3.761 0.197 0.77
O 1.918 -4.908 4.951 0.00
O -3.240 0.757 2.047 0.22
O -6.943 -2.761 -2.234 -0.02
O 5.601 10.893 -0.393 0.10
O 0.652 -3.812 3.528 0.10
O 5.329 5.768 -1.542 0.01
O 1.479 0.891 -2.087 0.10
O -3.586 -1.109 3.093 0.04
O 4.409 4.703 -3.227 0.07
O -2.816 -0.488 -0.147 -0.08
O 7.049 9.826 0.867 -0.02
O 1.549 0.870 -4.282 -0.01
O -2.407 -1.021 1.099 0.00
O -7.970 -4.025 -3.712 0.10
O -1.250 -4.248 -5.351 -0.05
N -3.490 -5.935 1.273 -0.20
N -2.342 -2.089 -2.591 -0.03
C 1.763 1.478 -3.097 -0.51
C -4.179 -4.744 1.460 -1.09
C 5.486 6.919 -0.701 -0.23
C -1.603 -0.379 -0.922 -0.14
C 1.764 1.499 -5.547 -0.23
C 7.121 12.296 0.760 0.01
C -1.793 -0.739 -2.384 -0.20
C 3.061 -5.021 5.803 -0.23
C -7.692 -1.102 -0.604 -0.06
C -3.120 -0.384 2.075 -0.62
C 2.818 -4.400 7.164 -0.07
C -2.467 -1.650 3.851 -0.14
C 3.230 1.522 -5.928 -0.06
C 7.936 10.169 3.117 -0.06
C -3.560 -3.950 4.234 -0.46
C 4.420 5.678 -2.523 -0.51
C 3.386 6.769 -2.687 0.02
C -6.652 -1.493 -1.633 -0.25
C -4.910 -8.048 1.298 -0.07
C 1.586 -3.788 4.282 -0.52
C -1.087 -3.604 -4.092 -0.42
C 8.221 9.763 1.685 -0.23
C 0.348 -3.052 -3.962 -0.03
C -8.740 -1.789 -3.625 0.01
C -7.849 -2.940 -3.212 -0.53
C 2.410 2.841 -3.066 0.00
C -1.820 -7.556 2.178 -0.05
C 4.441 6.964 0.394 -0.06
C -2.310 -3.165 3.786 -0.22
C 6.541 10.962 0.350 -0.53
C 2.352 -2.509 4.534 0.02
C -2.124 -2.511 -3.992 -0.19
C -4.243 -6.929 0.488 -0.23
C -2.868 -6.464 2.481 -0.26
H 8.534 8.721 1.665 0.12
H 6.471 6.821 -0.249 0.12
H -3.572 -6.768 3.260 0.10
H -4.188 -8.833 1.507 0.06
H -0.841 -7.095 2.209 0.07
H -7.761 -1.871 0.167 0.09
H -8.685 -1.004 -1.044 0.07
H 1.214 0.896 -6.269 0.12
H 3.947 -4.619 5.308 0.12
H 2.440 6.419 -2.274 0.09
H -3.991 -3.438 5.087 0.08
H 8.121 12.241 1.182 0.07
H -9.725 -1.935 -3.186 0.09
H -2.443 -0.021 -2.896 0.12
H -2.299 -5.651 2.912 0.08
H 3.263 6.965 -3.750 0.09
H -3.347 -2.003 -2.503 0.08
H 1.754 -1.865 5.178 0.10
H 5.508 7.831 -1.300 0.11
H 9.031 10.342 1.237 0.12
H -7.429 -0.153 -0.137 0.08
H 1.899 3.444 -2.317 0.10
H 3.451 2.728 -2.787 0.09
H -1.266 -4.340 -3.308 0.14
H -8.825 -1.795 -4.709 0.09
H -2.482 -1.305 4.879 0.13
H -1.539 -3.402 4.515 0.10
H -3.062 -2.936 -4.349 0.12
H -5.010 -6.448 -0.102 0.09
H 0.999 -3.545 -4.683 0.07
H 1.955 -4.866 7.641 0.08
H 3.430 7.022 -0.008 0.07
H -1.571 -1.201 3.419 0.13
H 3.628 0.507 -5.949 0.08
H 4.604 7.829 1.037 0.08
H 7.183 12.926 -0.124 0.09
H 1.311 2.493 -5.561 0.12
H -3.224 -4.922 4.575 0.05
H -1.905 -3.452 2.822 0.10
H 8.835 10.079 3.726 0.08
H -1.899 -1.648 -4.624 0.12
H 7.157 9.534 3.540 0.08
H -1.924 -7.945 1.172 0.06
H 3.363 1.975 -6.911 0.08
H 3.690 -4.531 7.805 0.08
H -5.356 -7.716 2.228 0.07
H 0.755 -3.269 -2.978 0.08
H -0.869 -1.033 -0.468 0.13
H 0.401 -1.982 -4.135 0.06
H -5.694 -1.617 -1.133 0.07
H 3.229 -6.090 5.922 0.12
H -1.901 -8.343 2.918 0.07
H 3.330 -2.652 4.986 0.07
H -0.813 -0.736 -2.843 0.09
H 7.578 11.197 3.186 0.07
H -1.294 0.663 -0.868 0.12
H 2.512 -2.014 3.579 0.09
H -8.367 -0.808 -3.341 0.06
H -6.509 -0.730 -2.402 0.12
H 2.353 3.386 -4.002 0.06
H 2.603 -3.334 7.093 0.07
H 3.650 7.713 -2.218 0.07
H -0.469 -4.780 -5.524 0.08
H -5.666 -8.523 0.682 0.07
H 4.489 6.057 0.997 0.08
H -3.566 -7.385 -0.234 0.11
H 3.829 2.083 -5.209 0.07
H 6.453 12.759 1.485 0.10
```